Computed, not measured: C21H20BrF8IrOSTe4 as an isolated structure in a non-equilibrium geometry, with wB97M-V/def2-TZVPD.

Last column: Löwdin charge in e.
Cartesian coordinates (Å):
Ir 0.211 -0.443 0.196  0.3659
Te -4.098 -0.141 -2.873  -0.2562
Te -6.002 -0.323 -4.739  -0.4106
Te -1.499 1.146 -3.273  0.0612
Te -1.790 -0.244 -1.054  0.1798
C 0.047 4.404 5.757  -0.0787
C 0.265 3.008 6.339  -0.5653
C 1.692 2.939 6.901  -0.0549
C -0.737 2.810 7.486  -0.0581
C 0.064 1.914 5.291  -0.1940
C -0.263 2.184 3.964  -0.0744
C -0.486 1.116 3.134  -0.5187
Br -0.938 1.284 1.286  0.7441
C -0.410 -0.272 3.448  -0.5227
O -0.677 -1.138 2.554  -0.2304
C 0.042 -0.516 4.785  -0.0912
C 0.219 0.569 5.635  -0.0092
C 0.380 -1.914 5.324  -0.5308
C -0.565 -2.262 6.485  -0.0570
C 0.271 -3.030 4.280  -0.0544
C 1.829 -1.917 5.835  -0.0477
H 0.140 5.149 6.553  0.0767
H -0.948 4.506 5.320  0.0827
H 0.791 4.641 4.994  0.0855
H 1.860 3.736 7.634  0.0755
H 2.422 3.049 6.097  0.0897
H 1.875 1.983 7.394  0.0723
H -0.610 3.588 8.247  0.0748
H -0.597 1.841 7.967  0.0726
H -1.761 2.857 7.110  0.0869
H -0.346 3.192 3.580  0.0992
H 0.533 0.352 6.652  0.0954
H -1.599 -2.286 6.135  0.0864
H -0.496 -1.531 7.293  0.0684
H -0.316 -3.247 6.891  0.0756
H -0.746 -3.142 3.912  0.0845
H 0.591 -3.971 4.743  0.0809
H 0.910 -2.838 3.419  0.0681
H 1.995 -1.168 6.611  0.0679
H 2.521 -1.708 5.016  0.0852
H 2.079 -2.899 6.250  0.0784
F 5.933 -4.738 1.898  0.0883
C 5.041 -3.732 1.836  -0.1548
C 3.763 -3.953 1.362  -0.1474
F 3.409 -5.191 0.982  0.0999
C 2.851 -2.914 1.294  -0.2553
F 1.635 -3.216 0.834  0.0727
C 3.167 -1.612 1.687  -0.4954
S 2.068 -0.252 1.674  0.6773
C 4.467 -1.434 2.170  -0.2528
F 4.867 -0.223 2.584  0.0642
C 5.389 -2.460 2.243  -0.1540
F 6.632 -2.228 2.704  0.0896
F 1.995 0.791 -1.644  -0.0190
C 1.518 -0.477 -1.402  -0.7694
F 1.084 -0.914 -2.611  -0.0509
F 2.644 -1.229 -1.188  0.0036

F_max (eV/A): 3.77
ΔE to the lowest compared entry with this formula, charge and spin (kJ/mol): 413.2
Lowest unoccupied orbital energy (alpha / beta) (Ha): 0.107 / 0.107
HOMO level (alpha / beta) (eV): -1.497 / -1.500
HOMO-LUMO gap (alpha / beta) (eV): 4.40 / 4.42
Total charge: -2